1.
{
  "formula": "C3H5NOS",
  "method": "ωB97M-V/def2-TZVPD",
  "e_lumo_ev": 0.724,
  "e_tot_ha": -645.4195,
  "smiles": "S=C1CCON1",
  "homo_ev": -8.37,
  "e_above_lowest_kj_mol": 242.1,
  "species": ["S", "C", "C", "C", "O", "N", "H", "H", "H", "H", "H"],
  "coordinates": [[2.78335, -0.24885, 0.03053], [1.10512, -0.22064, -0.01360], [0.17310, 0.94434, -0.15295], [-1.21920, 0.26587, 0.21783], [-0.99605, -1.10428, -0.17308], [0.32380, -1.31864, 0.03197], [0.12982, 1.18664, -1.26564], [0.54760, 1.84708, 0.38529], [-2.12172, 0.61208, -0.32797], [-1.45185, 0.29004, 1.30444], [0.72605, -2.25363, -0.03681]],
  "lowdin_charge": [0.560, -0.849, -0.133, -0.131, -0.103, -0.025, 0.141, 0.125, 0.127, 0.124, 0.164]
}

=====

2.
{
  "formula": "H3N2O3P",
  "method": "ωB97M-V/def2-TZVPD",
  "e_lumo_ev": -2.432,
  "e_tot_ha": -678.3517,
  "homo_ev": -10.77,
  "e_above_lowest_kj_mol": 24.9,
  "species": ["N", "N", "O", "O", "O", "P", "H", "H", "H"],
  "coordinates": [[-1.21611, 0.68591, 0.51601], [0.80025, -1.04875, 0.39347], [1.44729, 1.34344, -0.46235], [-0.36773, 0.10163, -1.68496], [-1.99261, 1.59494, 0.51515], [0.42701, 0.30795, -0.46557], [-1.58789, -0.25498, 0.86977], [0.73613, -1.85263, -0.21679], [1.75366, -0.87752, 0.53527]],
  "lowdin_charge": [-0.028, -0.039, -0.272, -0.272, 0.116, 0.246, 0.151, 0.068, 0.030]
}

=====

3.
{
  "formula": "C3H3NO2",
  "method": "ωB97M-V/def2-TZVPD",
  "e_lumo_ev": 0.566,
  "e_tot_ha": -321.2970,
  "smiles": "N#CCOC=O",
  "homo_ev": -11.17,
  "e_above_lowest_kj_mol": 211.7,
  "species": ["N", "C", "C", "O", "C", "O", "H", "H", "H"],
  "coordinates": [[0.75759, -2.40830, -0.75908], [0.31852, -1.38788, -0.43576], [-0.50771, -0.20734, -0.72260], [-1.10132, 0.47352, 0.52328], [-0.11526, 1.01458, 1.26318], [0.98166, 0.98823, 0.77496], [-1.44026, -0.56423, -1.14583], [0.06693, 0.33996, -1.51650], [-0.20371, 1.39043, 2.31330]],
  "lowdin_charge": [0.167, -0.194, -0.100, -0.026, -0.332, 0.046, 0.126, 0.150, 0.163]
}

=====

4.
{
  "formula": "C36H49BHgN16P",
  "method": "ωB97M-V/def2-TZVPD",
  "e_lumo_ev": [0.202, 0.201],
  "e_tot_ha": -2796.9811,
  "multiplicity": 2,
  "homo_ev": [-3.49, -7.72],
  "s2": 0.7582,
  "e_above_lowest_kj_mol": 0.0,
  "species": ["Hg", "C", "C", "C", "C", "C", "C", "N", "N", "B", "N", "C", "C", "C", "N", "C", "C", "C", "N", "C", "C", "C", "N", "C", "C", "C", "H", "H", "H", "H", "H", "H", "H", "H", "H", "H", "H", "H", "H", "H", "H", "H", "H", "H", "H", "H", "H", "H", "H", "H", "H", "H", "H", "H", "C", "N", "C", "C", "N", "C", "P", "C", "N", "C", "C", "N", "C", "C", "N", "C", "C", "N", "C", "H", "H", "H", "H", "H", "H", "H", "H", "H", "H", "H", "H", "H", "H", "H", "N", "C", "C", "N", "C", "C", "N", "C", "C", "N", "H", "H", "H", "H", "H", "H"],
  "coordinates": [[0.13429, -0.01386, -0.01082], [1.54041, 1.21321, -3.94937], [2.88533, 0.73145, -3.42027], [3.88952, 0.59408, -4.56598], [2.78148, -0.54368, -2.62286], [3.72101, -1.58727, -2.69739], [3.27542, -2.53145, -1.80588], [2.14912, -2.07519, -1.23673], [1.83537, -0.85113, -1.72300], [1.28695, -2.98265, -0.31950], [1.28780, -2.59347, 1.18232], [1.92652, -3.33748, 2.10175], [1.55952, -2.89207, 3.34689], [0.65025, -1.84346, 3.10963], [0.51158, -1.65957, 1.79141], [-0.14321, -1.24751, 4.24978], [-0.64825, 0.18282, 4.10029], [-1.33165, -2.17863, 4.54172], [-0.14187, -3.07931, -0.87278], [-0.63671, -4.16161, -1.49827], [-1.92197, -3.87628, -1.89907], [-2.14520, -2.55623, -1.46523], [-1.05925, -2.08904, -0.85330], [-3.43001, -1.79143, -1.61628], [-3.85841, -1.75707, -3.08741], [-4.52306, -2.46180, -0.77464], [1.66538, 2.14616, -4.50425], [0.87190, 1.39660, -3.11576], [1.09530, 0.46866, -4.61282], [3.26345, 1.50775, -2.75161], [3.59928, -0.21146, -5.24313], [3.91852, 1.52591, -5.13261], [4.89773, 0.39780, -4.19828], [4.59546, -1.65041, -3.32040], [3.67819, -3.49608, -1.54705], [1.77186, -4.07674, -0.38004], [2.57784, -4.14324, 1.80707], [1.87966, -3.27618, 4.30098], [0.52267, -1.28236, 5.11791], [-1.15595, 0.31522, 3.14815], [-1.35128, 0.40312, 4.90639], [0.16443, 0.90042, 4.15812], [-2.08613, -2.07053, 3.76158], [-1.01745, -3.22238, 4.57729], [-1.78602, -1.92044, 5.50016], [-0.04464, -5.05377, -1.61446], [-2.59688, -4.52559, -2.43015], [-3.27260, -0.77249, -1.25579], [-4.10214, -2.76434, -3.43018], [-4.74095, -1.12849, -3.22091], [-3.05924, -1.36911, -3.71836], [-4.74307, -3.45539, -1.17066], [-4.19815, -2.57505, 0.25832], [-5.44140, -1.87168, -0.78894], [0.09872, 5.23169, 1.94729], [0.48068, 3.84121, 1.91868], [1.48330, 3.25633, 2.65359], [1.47531, 1.93645, 2.32411], [0.49817, 1.70235, 1.40424], [-0.09582, 2.87173, 1.14675], [-1.75199, 3.16099, 0.37661], [-2.60124, 1.74488, 1.04896], [-2.18098, 0.47509, 0.99222], [-3.14381, -0.27546, 1.60558], [-4.16054, 0.52036, 2.04254], [-3.81887, 1.80996, 1.69036], [-4.57268, 3.00501, 1.93278], [-1.43370, 2.40802, -1.31730], [-0.97034, 1.16992, -1.52543], [-1.47046, 0.73510, -2.71857], [-2.25805, 1.70263, -3.26003], [-2.24531, 2.74979, -2.37081], [-2.88461, 4.03224, -2.53163], [0.74888, 5.76693, 2.63615], [0.18409, 5.67716, 0.95602], [-0.93612, 5.33283, 2.28116], [2.09254, 3.82162, 3.33823], [2.09986, 1.13929, 2.68864], [-3.02161, -1.34340, 1.69212], [-5.07512, 0.30068, 2.56693], [-5.47451, 2.75641, 2.48767], [-3.97949, 3.72331, 2.50708], [-4.85731, 3.48118, 0.98882], [-1.20339, -0.23477, -3.10468], [-2.82250, 1.72399, -4.17653], [-3.16259, 4.17728, -3.57327], [-3.77931, 4.10675, -1.90670], [-2.19931, 4.82374, -2.23245], [5.21765, 1.27781, 0.39432], [5.47267, 0.04578, 0.94017], [4.25851, -0.56948, 1.02894], [3.27517, 0.24557, 0.55197], [3.86984, 1.35382, 0.16618], [3.21912, 2.51048, -0.41614], [1.99760, 2.54196, -0.89396], [1.79273, 3.81422, -1.33872], [2.90345, 4.57832, -1.13185], [3.81890, 3.73655, -0.54762], [5.91733, 1.95558, 0.15426], [6.46230, -0.26487, 1.22496], [4.02876, -1.54965, 1.41350], [0.85031, 4.09863, -1.78181], [3.12815, 5.60649, -1.35550], [4.73408, 4.00627, -0.23654]],
  "lowdin_charge": [1.133, -0.071, -0.371, -0.083, -0.265, -0.026, -0.090, -0.042, 0.083, -0.554, -0.040, -0.099, -0.030, -0.269, 0.085, -0.356, -0.064, -0.060, -0.038, -0.070, -0.017, -0.290, 0.085, -0.374, -0.071, -0.067, 0.079, 0.028, 0.088, 0.108, 0.086, 0.075, 0.070, 0.092, 0.114, 0.113, 0.116, 0.103, 0.129, 0.044, 0.081, 0.053, 0.065, 0.076, 0.076, 0.116, 0.100, 0.108, 0.074, 0.079, 0.061, 0.076, 0.060, 0.078, -0.062, -0.136, -0.063, -0.185, -0.044, -0.462, 1.054, -0.505, -0.022, -0.186, -0.073, -0.153, -0.073, -0.446, -0.067, -0.181, -0.058, -0.146, -0.060, 0.086, 0.079, 0.070, 0.112, 0.102, 0.088, 0.105, 0.084, 0.073, 0.074, 0.103, 0.116, 0.087, 0.076, 0.077, 0.104, -0.084, -0.124, 0.116, -0.277, -0.287, 0.121, -0.141, -0.085, 0.107, 0.144, 0.106, 0.096, 0.099, 0.105, 0.144]
}

=====

5.
{
  "formula": "C8H8N2O2",
  "method": "ωB97M-V/def2-TZVPD",
  "e_lumo_ev": [-1.552, -0.813],
  "e_tot_ha": -569.3889,
  "homo_ev": [-7.75, -9.49],
  "e_above_lowest_kj_mol": 669.2,
  "species": ["C", "C", "C", "C", "C", "C", "C", "C", "N", "N", "O", "O", "H", "H", "H", "H", "H", "H", "H", "H"],
  "coordinates": [[-2.02149, -0.18775, 1.69459], [-2.34832, -0.80892, 0.52029], [-0.82052, 0.51549, 1.83539], [-1.55106, -0.69800, -0.53526], [0.04573, 0.68592, 0.73588], [-0.38785, 0.05058, -0.44547], [1.14231, 1.53368, 0.83809], [0.58413, 0.16895, -1.60863], [2.50631, -0.55890, -0.62964], [1.63941, -0.83122, -1.58229], [3.33989, -1.37593, -0.23432], [1.85880, -1.58485, -2.55522], [-2.68846, -0.19434, 2.58293], [-3.30685, -1.36261, 0.49139], [-0.62224, 0.87957, 2.83194], [-1.54774, -1.21297, -1.58797], [1.62076, 1.96266, -0.07253], [1.49287, 1.91378, 1.85995], [0.12890, -0.02852, -2.52231], [0.93542, 1.13339, -1.61681]],
  "lowdin_charge": [-0.081, -0.122, -0.026, -0.056, -0.293, -0.161, 0.082, -0.076, -0.025, -0.241, 0.043, 0.078, 0.119, 0.122, 0.108, 0.161, 0.069, 0.100, 0.110, 0.087]
}

=====

6.
{
  "formula": "C3H3N3O",
  "method": "ωB97M-V/def2-TZVPD",
  "e_lumo_ev": -1.046,
  "e_tot_ha": -355.4940,
  "homo_ev": -9.45,
  "e_above_lowest_kj_mol": 383.0,
  "species": ["N", "C", "N", "N", "O", "C", "C", "H", "H", "H"],
  "coordinates": [[2.19405, -0.12043, 0.01355], [0.95017, -0.06421, -0.06041], [0.38495, 1.38967, -0.71126], [-0.72056, 1.71580, -0.58474], [-2.46616, -0.75152, 0.99105], [-1.41614, -0.45807, 0.51122], [-0.12268, -0.89124, 0.28930], [2.64858, 0.62920, -0.50396], [-1.40806, 0.70838, -0.09423], [-0.00338, -1.94929, 0.08737]],
  "lowdin_charge": [0.147, -0.356, 0.051, 0.125, 0.111, -0.298, -0.053, 0.063, 0.076, 0.135]
}

=====

7.
{
  "formula": "CH3N5S",
  "method": "ωB97M-V/def2-TZVPD",
  "e_lumo_ev": -0.853,
  "e_tot_ha": -711.7247,
  "smiles": "[H]/N=c1\\nn[nH]n1S",
  "homo_ev": -9.67,
  "e_above_lowest_kj_mol": 206.9,
  "species": ["H", "N", "C", "N", "N", "N", "N", "S", "H", "H"],
  "coordinates": [[0.48909, -0.60565, -2.47140], [0.87911, -0.84015, -1.60823], [0.20208, -0.11328, -0.80900], [-0.61256, 0.99109, -1.19911], [-1.41539, 1.42028, -0.20982], [-0.90806, 0.71376, 0.99800], [0.23833, 0.02659, 0.56924], [1.10232, -0.99177, 1.59119], [-0.44689, 1.62919, 1.36441], [0.47197, -2.23006, 1.77473]],
  "lowdin_charge": [0.018, 0.151, -0.553, 0.071, 0.075, -0.053, -0.540, 0.788, 0.154, -0.110]
}

=====

8.
{
  "formula": "C35H49As2FIrNOSSiTe",
  "method": "ωB97M-V/def2-TZVPD",
  "e_lumo_ev": [-9.277, -10.046],
  "total_charge": 3,
  "e_tot_ha": -7123.6048,
  "multiplicity": 2,
  "homo_ev": [-15.99, -15.99],
  "s2": 0.7902,
  "e_above_lowest_kj_mol": 62.2,
  "species": ["Ir", "C", "Si", "C", "C", "N", "C", "C", "C", "C", "C", "C", "F", "H", "H", "H", "H", "H", "H", "H", "H", "H", "H", "H", "H", "H", "C", "As", "C", "C", "C", "C", "C", "C", "C", "As", "C", "C", "H", "H", "H", "H", "H", "H", "H", "H", "H", "H", "H", "H", "H", "H", "H", "H", "O", "S", "C", "C", "C", "C", "C", "C", "C", "C", "C", "C", "C", "C", "C", "C", "H", "H", "H", "H", "H", "H", "H", "H", "H", "H", "H", "H", "H", "H", "C", "Te", "C", "H", "H", "H", "H", "H", "H"],
  "coordinates": [[-0.33324, -0.64902, -0.64567], [1.08257, -2.41894, 3.95980], [0.78522, -1.30349, 2.50046], [2.38411, -0.49187, 2.01573], [-0.55526, -0.08491, 2.92305], [0.17755, -2.10122, 0.93156], [0.07886, -3.40371, 0.68231], [0.27788, -4.46740, 1.61266], [0.11574, -5.78017, 1.24270], [-0.24986, -6.11926, -0.06638], [-0.45948, -5.11472, -1.01814], [-0.29433, -3.82542, -0.61997], [-0.50841, -2.80071, -1.52425], [1.38050, -1.72851, 4.75699], [1.90614, -3.12290, 3.83147], [0.20171, -2.94985, 4.32385], [2.80219, -0.01933, 2.90854], [2.24372, 0.30595, 1.28591], [3.13001, -1.20626, 1.66489], [-0.42974, 0.23035, 3.96276], [-1.55643, -0.51393, 2.83816], [-0.49737, 0.80489, 2.29728], [0.54272, -4.23015, 2.63522], [0.26734, -6.56112, 1.97497], [-0.37855, -7.15570, -0.34779], [-0.74725, -5.33638, -2.03805], [-2.55651, 0.15737, -3.66331], [-0.76838, 0.12708, -2.92339], [-0.07347, 1.85529, -3.47108], [0.34398, -1.05761, -3.96022], [0.04124, -1.41614, -5.26531], [1.00373, -2.05961, -6.03447], [2.26117, -2.31720, -5.51051], [2.56478, -1.96610, -4.20022], [1.60438, -1.34187, -3.41503], [1.93980, -0.95230, -1.54480], [3.22949, 0.48726, -1.47828], [2.93320, -2.49881, -0.93706], [-2.50142, 0.63364, -4.64181], [-3.20573, 0.75010, -3.01921], [-2.95849, -0.84709, -3.76990], [0.08068, 1.79236, -4.54790], [0.87348, 2.06706, -2.98117], [-0.78626, 2.65388, -3.26300], [-0.92896, -1.19960, -5.69546], [0.77350, -2.35010, -7.05083], [3.01025, -2.80188, -6.12249], [3.54757, -2.19657, -3.80743], [4.08581, 0.17790, -2.07776], [3.54132, 0.67643, -0.45199], [2.80386, 1.39287, -1.90456], [3.92009, -2.42345, -1.39408], [2.45381, -3.41790, -1.27259], [3.04440, -2.49597, 0.14243], [0.23968, 1.24390, -0.17551], [-0.00542, 2.74554, -0.46724], [0.33111, 3.60425, 1.07686], [1.72800, 3.41113, 1.58791], [1.90199, 3.16543, 2.94466], [3.18057, 3.07506, 3.47805], [4.28800, 3.20270, 2.65285], [4.11686, 3.44100, 1.29403], [2.84084, 3.55698, 0.76398], [-1.79912, 3.08278, -0.62998], [-2.57032, 3.33559, 0.62546], [-2.99156, 4.62917, 0.92206], [-3.66697, 4.88769, 2.10630], [-3.91546, 3.85837, 3.00430], [-3.49611, 2.56664, 2.71233], [-2.83274, 2.30715, 1.52352], [-0.42607, 3.32801, 1.81112], [0.14240, 4.64217, 0.76677], [1.03732, 3.08436, 3.59500], [3.31158, 2.92121, 4.54112], [5.28472, 3.14417, 3.06935], [4.97988, 3.57501, 0.65467], [2.72010, 3.79866, -0.28741], [-2.16093, 2.23635, -1.22240], [-1.81672, 3.96199, -1.27998], [-2.79715, 5.43907, 0.22767], [-3.99889, 5.89295, 2.32757], [-4.44066, 4.06143, 3.92796], [-3.68896, 1.76760, 3.41700], [-2.49727, 1.30309, 1.29215], [-4.45559, -0.07868, 0.14011], [-3.02407, -1.50302, -0.54416], [-3.22717, -2.72089, 1.18992], [-4.30619, 0.08770, 1.20142], [-5.43197, -0.51528, -0.05439], [-4.34356, 0.85225, -0.40976], [-4.28513, -2.97033, 1.24331], [-2.91996, -2.17152, 2.07442], [-2.64871, -3.63496, 1.07236]],
  "lowdin_charge": [0.738, -0.166, 0.488, -0.151, -0.151, -0.105, -0.343, 0.028, -0.013, 0.016, 0.037, -0.237, -0.138, 0.059, 0.051, 0.052, 0.056, 0.000, 0.032, 0.061, 0.024, 0.001, 0.084, 0.134, 0.136, 0.145, -0.259, 1.046, -0.232, -0.411, -0.068, -0.025, -0.024, -0.071, -0.395, 1.137, -0.206, -0.207, 0.058, 0.029, 0.035, 0.064, 0.010, 0.036, 0.114, 0.129, 0.129, 0.114, 0.058, 0.032, 0.028, 0.056, 0.049, 0.019, -0.768, 1.029, -0.249, -0.287, -0.039, -0.057, -0.052, -0.058, -0.063, -0.255, -0.307, -0.024, -0.032, -0.039, -0.052, -0.102, 0.096, 0.134, 0.122, 0.119, 0.119, 0.117, 0.111, 0.066, 0.111, 0.127, 0.124, 0.122, 0.116, 0.065, -0.360, 1.336, -0.348, 0.008, 0.030, 0.010, 0.032, 0.009, 0.006]
}